87
Properties=species:S:1:pos:R:3 method="wB97M-V/def2-TZVPD" multiplicity=1 lumo_ev=-9.76 charge=+3
Pt -0.3066 -0.1088 1.8302
N -0.1277 -0.2163 6.0339
C -0.9350 -0.2684 4.9836
N -0.1739 -0.2132 3.8965
C 1.1017 -0.1238 4.3689
N 1.1661 -0.1281 5.6696
C 2.1955 -0.0378 3.4219
C 3.5312 -0.0220 3.7876
N 4.4918 0.0704 2.8782
C 4.1169 0.1372 1.6097
C 2.7819 0.1132 1.2203
N 1.8187 0.0381 2.1340
H -0.3734 -0.2232 7.0165
H -2.0102 -0.3277 5.0266
H 3.8125 -0.0784 4.8324
H 4.8994 0.2194 0.8654
H 2.4895 0.1721 0.1829
C -1.3982 4.4851 3.8027
C -1.7719 3.2154 3.0528
S -0.3694 2.5491 2.1493
O 0.7401 2.4156 3.1387
C 0.1143 3.8646 0.9825
C 1.4617 4.4482 1.3698
H -2.2545 4.7976 4.3991
H -1.1536 5.3062 3.1307
H -0.5583 4.3115 4.4727
H -2.5761 3.3617 2.3274
H -2.0511 2.4020 3.7242
H -0.6925 4.5972 1.0009
H 0.1322 3.3936 -0.0021
H 1.4411 4.8949 2.3606
H 1.7116 5.2215 0.6435
H 2.2440 3.6919 1.3619
C -1.6254 -3.0815 3.5750
O -1.1085 -3.2298 2.2337
P -0.0393 -2.3470 1.5092
O 1.3878 -2.6934 2.0036
C 1.8921 -4.0824 2.0009
O -0.1473 -2.8405 0.0477
C -1.4644 -2.9564 -0.5867
H -2.2656 -3.9415 3.7410
H -2.2074 -2.1655 3.6370
H -0.8094 -3.0818 4.2960
H 2.7205 -4.0905 2.6995
H 2.2232 -4.3220 0.9951
H 1.1079 -4.7624 2.3239
H -1.2808 -3.4042 -1.5529
H -1.9128 -1.9707 -0.6871
H -2.1024 -3.5966 0.0153
S 0.1452 0.5368 -0.3895
Sb -0.2143 -0.0912 -2.6866
C 0.7696 -1.8731 -3.1216
C 2.1214 -1.9935 -2.8104
C 2.7864 -3.1651 -3.1352
C 2.1053 -4.1967 -3.7716
C 0.7591 -4.0677 -4.0842
C 0.0798 -2.9014 -3.7585
C 0.7992 1.5389 -3.5195
C 1.6052 2.3854 -2.7642
C 2.2074 3.4694 -3.3861
C 1.9998 3.7033 -4.7387
C 1.2047 2.8465 -5.4855
C 0.5969 1.7563 -4.8802
C -2.2239 -0.2104 -3.2060
C -2.5579 -0.3466 -4.5534
C -3.8977 -0.4104 -4.9048
C -4.8799 -0.3468 -3.9241
C -4.5343 -0.2152 -2.5870
C -3.1985 -0.1426 -2.2194
H 2.6610 -1.1782 -2.3404
H 3.8385 -3.2703 -2.9062
H 2.6328 -5.1025 -4.0395
H 0.2383 -4.8709 -4.5880
H -0.9692 -2.7989 -4.0149
H 1.7715 2.2127 -1.7093
H 2.8398 4.1344 -2.8131
H 2.4601 4.5585 -5.2146
H 1.0496 3.0279 -6.5403
H -0.0163 1.0940 -5.4793
H -1.8018 -0.4102 -5.3268
H -4.1732 -0.5124 -5.9457
H -5.9223 -0.4017 -4.2076
H -5.2992 -0.1690 -1.8235
H -2.9347 -0.0284 -1.1767
O -4.0062 -1.4478 0.6425
S -3.6403 -0.5339 1.6994
N -2.2683 0.0285 1.7868


79
Properties=species:S:1:pos:R:3 method="wB97M-V/def2-TZVPD" multiplicity=1 lumo_ev="-7.50 / -7.51" charge=+2
P 1.4818 1.6424 -2.5047
C 3.1554 1.5787 -1.8852
C 3.8774 0.9619 -2.9485
H 3.3140 0.3495 -3.6565
C 5.2201 1.2515 -3.1232
H 5.7334 0.8519 -3.9971
C 5.8531 2.0706 -2.1712
H 6.8936 2.3214 -2.3387
C 5.1978 2.5449 -1.0228
H 5.7443 3.1358 -0.2886
C 3.8417 2.2776 -0.8477
H 3.2970 2.5922 0.0511
C 0.7561 -0.0441 -2.6733
C 1.3248 -1.3205 -2.3570
H 2.2592 -1.3656 -1.7910
C 0.7142 -2.4853 -2.8296
H 1.1839 -3.4481 -2.6470
C -0.4439 -2.4022 -3.6050
H -0.8933 -3.2963 -4.0086
C -1.0305 -1.1678 -3.9176
H -1.8955 -1.0836 -4.5633
C -0.4509 -0.0085 -3.4299
H -0.8299 0.9888 -3.6914
C 0.4364 2.9860 -1.9909
C 0.6724 3.7622 -3.1515
H 1.4792 3.4282 -3.8201
C -0.1445 4.8437 -3.4159
H 0.0253 5.3887 -4.3353
C -1.1429 5.1608 -2.4884
H -1.7839 5.9959 -2.7226
C -1.3189 4.4565 -1.2911
H -2.0877 4.7591 -0.5888
C -0.5146 3.3536 -1.0032
H -0.5895 2.7976 -0.0586
Zr 0.0447 0.2075 3.0963
C -1.9983 -1.0086 2.4552
C -2.2775 -1.2262 1.1960
H -2.6129 -1.2218 3.3643
C -1.2479 -0.7714 0.1253
O -1.9973 0.1494 -0.6986
H -1.6537 0.2297 -1.5860
C -0.1269 -0.2068 0.8568
H -0.9966 -1.6085 -0.5197
C 1.0964 -0.6760 1.3931
Cl -0.4543 -0.8919 5.1591
Cl 2.3342 0.9326 3.5048
P 1.6018 -2.2808 2.5119
C 2.3766 -2.6475 4.0909
H 1.6104 -2.9141 4.8267
H 2.9177 -1.7643 4.4387
H 3.0672 -3.4816 3.9103
C 0.4530 -3.6209 2.1478
H 0.0218 -3.5028 1.1476
H -0.3628 -3.6274 2.8822
H 1.0195 -4.5619 2.2020
C 2.9111 -2.4760 1.2939
H 3.5294 -1.5703 1.2578
H 2.4953 -2.6644 0.2989
H 3.5188 -3.3222 1.6127
P -3.8229 -2.0742 0.7427
C -4.3264 -3.0867 2.1337
C -3.5486 -3.1110 -0.7182
H -4.2290 -2.5079 3.0646
H -3.6795 -3.9772 2.1861
H -5.3691 -3.4021 2.0070
H -3.2931 -2.4956 -1.6012
H -4.4712 -3.6820 -0.9336
H -2.7325 -3.8232 -0.5111
C -5.0683 -0.8217 0.3687
H -5.3985 -0.3432 1.3106
H -5.9281 -1.2945 -0.1271
H -4.6082 -0.0634 -0.2934
H 1.9732 -0.2515 0.5670
C -1.8819 4.1387 4.5821
C -1.3127 3.0835 3.7785
N -0.8430 2.1500 3.2854
H -1.1542 4.4163 5.3547
H -2.8187 3.7768 5.0268
H -2.0923 5.0176 3.9217


94
Properties=species:S:1:pos:R:3 method="wB97M-V/def2-TZVPD" multiplicity=1 lumo_ev=-2.89 smiles="O=C1C=C([PH2]=S)C(=O)c2c(CCC(F)(F)C(F)(F)C(F)(F)C(F)(F)S(F)(F)(F)(F)F)cccc21.CC(C)=O.CC(C)=O.CC(C)=O.CC(C)=O.CC(C)=O"
O 4.4361 1.9862 2.3076
C 3.3900 2.0955 1.4822
C 2.5613 0.7631 0.9049
C 1.8348 0.7539 -0.3941
P 0.9049 -0.7346 -1.1643
S 1.8415 -2.4300 -0.9923
C 1.8477 2.1534 -1.2754
O 1.8118 2.0158 -2.6136
C 1.9524 3.5904 -0.4811
C 1.2520 4.9327 -1.1243
C 0.3893 4.9116 -2.5314
C -0.9399 3.9306 -2.4791
C -2.0069 4.3269 -1.2753
F -1.6223 3.4855 -0.0936
F -1.8545 5.7457 -0.8412
C -3.5658 3.9194 -1.6569
F -3.7823 2.4786 -1.8900
F -3.8311 4.5960 -2.9823
C -4.6804 4.6124 -0.6192
F -4.1553 4.7667 0.7600
F -4.7718 6.0357 -1.1346
C -6.1856 4.0209 -0.7606
F -7.1200 5.1916 -0.5531
F -6.5026 3.5463 -2.1601
S -6.7226 2.6983 0.4174
F -7.0079 1.6540 -0.9527
F -5.1686 2.0367 0.6487
F -6.6653 3.6928 1.8078
F -8.3652 3.2578 0.1922
F -7.3414 1.4443 1.4095
C 1.4413 6.3649 -0.2909
C 2.3146 6.3697 1.1336
C 2.9721 4.9748 1.7806
C 2.7900 3.5657 0.9630
H 2.5486 -0.2348 1.5586
H 0.8275 -0.4542 -2.6034
H -0.4963 -0.8229 -0.7345
H -0.0221 6.0029 -2.7810
H 1.0445 4.5786 -3.4725
H -0.6717 2.7899 -2.2980
H -1.4160 3.9767 -3.5614
H 0.9707 7.3564 -0.7529
H 2.4435 7.4290 1.6637
H 3.5785 5.0439 2.7969
C 1.8349 -7.7358 0.2138
C 1.3922 -6.3549 -0.1900
C 0.0364 -5.8967 0.2767
O 2.1108 -5.6287 -0.8750
H 2.8326 -7.9308 -0.1938
H 1.8822 -7.8070 1.3034
H 1.1419 -8.4801 -0.1866
H 0.0036 -5.8860 1.3691
H -0.7367 -6.5590 -0.1208
H -0.1494 -4.8815 -0.0895
C -3.9748 -0.4792 -2.5016
C -2.6859 -1.0137 -3.0663
C -2.6215 -1.2420 -4.5528
O -1.7222 -1.2548 -2.3409
H -3.8758 -0.3643 -1.4169
H -4.1946 0.4984 -2.9382
H -4.7888 -1.1792 -2.7063
H -2.7810 -0.2984 -5.0808
H -3.3752 -1.9759 -4.8489
H -1.6319 -1.6290 -4.8179
C 5.2598 -9.5445 1.1466
C 4.3504 -10.7433 1.1058
C 4.9343 -12.0712 1.5080
O 3.1752 -10.6418 0.7572
H 4.7031 -8.6558 0.8308
H 5.6212 -9.3869 2.1659
H 6.1000 -9.6921 0.4633
H 5.2812 -12.0261 2.5435
H 5.7599 -12.3313 0.8409
H 4.1634 -12.8451 1.4300
C 7.6598 6.0230 1.5196
C 6.7504 4.8242 1.4787
C 7.3343 3.4963 1.8810
O 5.5752 4.9257 1.1302
H 7.1031 6.9118 1.2037
H 8.0212 6.1807 2.5389
H 8.5000 5.8755 0.8363
H 7.6812 3.5415 2.9164
H 8.1599 3.2363 1.2139
H 6.5634 2.7224 1.8030
C -5.7487 -1.1676 1.7759
C -4.7121 -1.7569 2.6945
C -4.3219 -0.9538 3.9065
O -4.2033 -2.8528 2.4638
H -5.9309 -1.8570 0.9445
H -6.6855 -1.0197 2.3192
H -5.3896 -0.2182 1.3708
H -5.1951 -0.7963 4.5446
H -3.8992 0.0051 3.5963
H -3.5651 -1.5025 4.4770


90
Properties=species:S:1:pos:R:3 method="wB97M-V/def2-TZVPD" s2=0.753 multiplicity=2 lumo_ev="2.26 / 2.26" charge=-1
Ti -1.6401 -1.7925 -1.2751
C 0.7427 2.7240 4.1395
C -0.2295 3.5280 3.1978
C -1.2173 4.3203 4.1381
C 0.5666 4.5937 2.4425
C -0.9189 2.6181 2.1683
C -0.9477 1.2394 2.3639
C -1.3375 0.4513 1.2779
Se -1.3928 -1.4628 1.4710
C 0.5406 -1.7095 1.0966
C 1.5199 -1.5629 2.0543
C 2.9005 -1.5688 1.8437
C 3.3174 -1.8532 0.5190
C 2.4476 -2.1139 -0.4843
C 1.0141 -2.0277 -0.1816
O 0.1440 -2.0339 -1.1888
C 2.9628 -2.5538 -1.8343
C 4.5051 -2.5112 -1.9877
C 2.4515 -3.9263 -2.3074
C 2.4826 -1.6003 -2.9942
C 3.8045 -1.2236 2.9907
C 2.9979 -0.5125 4.1348
C 4.4049 -2.4758 3.6311
C 4.8808 -0.2335 2.5601
C -1.7711 0.9685 0.0291
O -2.0326 0.0170 -0.9187
C -1.8494 2.3921 -0.1088
C -1.5091 3.1432 1.0446
C -2.3388 3.0981 -1.3282
C -1.5172 2.6563 -2.6096
C -3.8822 2.8838 -1.5610
C -2.1537 4.6684 -1.2906
H 1.3477 3.4280 4.7244
H 0.1091 1.9841 4.7990
H 1.4219 2.1540 3.5022
H -0.7116 4.7191 4.9925
H -1.7983 5.2165 3.7534
H -2.0295 3.6916 4.5439
H 1.1872 5.2278 3.0647
H 1.2904 4.1313 1.7214
H -0.0371 5.2364 1.7876
H -0.4550 0.7408 3.1918
H 1.2629 -1.1530 3.0178
H 4.4123 -1.9042 0.4023
H 5.1677 -3.1640 -1.4063
H 4.6954 -2.8349 -3.0331
H 4.8071 -1.4880 -1.9545
H 2.7306 -4.7454 -1.5522
H 1.3553 -3.9558 -2.4138
H 2.9866 -4.2744 -3.1628
H 2.9391 -0.6002 -2.9251
H 2.6519 -2.1286 -3.9435
H 1.4243 -1.5113 -2.8656
H 2.4324 -1.3066 4.6434
H 3.6265 -0.0416 4.8815
H 2.1944 0.1547 3.8123
H 3.6633 -3.0317 4.1767
H 4.8548 -3.0952 2.8783
H 5.2302 -2.2425 4.3082
H 4.3346 0.4995 1.8884
H 5.1288 0.3599 3.4194
H 5.7700 -0.5715 2.0083
H -1.6575 4.2287 0.9676
H -1.6219 1.5725 -2.7479
H -1.8965 3.2706 -3.4437
H -0.4964 2.9153 -2.3899
H -4.1445 1.8807 -1.8928
H -4.4822 3.1029 -0.6526
H -4.2421 3.6068 -2.3165
H -1.1020 4.9266 -1.1370
H -2.4479 4.9994 -2.3178
H -2.8382 5.1925 -0.6282
F -1.8533 -3.9132 -4.6360
C -2.3670 -2.8721 -5.2200
F -3.4096 -3.1981 -5.9878
F -1.4456 -2.2235 -5.9868
S -2.5374 -1.5186 -3.8932
O -1.1708 -1.5478 -3.2768
O -3.0287 -0.2958 -4.4873
N -3.3296 -1.9597 -2.4658
S -4.9078 -2.4517 -2.3055
O -5.0004 -3.4500 -1.2991
O -5.4736 -2.6801 -3.6165
C -5.7584 -0.9187 -1.6965
F -5.5701 0.1616 -2.4338
F -7.0963 -1.2268 -1.5640
F -5.2352 -0.6598 -0.4966
S -1.9583 -6.2128 -1.5819
C -1.9246 -4.7462 -1.0953
N -1.9420 -3.6171 -0.6924


82
Properties=species:S:1:pos:R:3 method="wB97M-V/def2-TZVPD" multiplicity=1 lumo_ev=0.63 smiles="COc1ccc(C[C@H](NC(=O)[C@H](C)NC(=O)CN2CCOCC2)C(=O)N[C@@H](Cc2ccccc2)C(=O)[C@]2(C)CO2)cc1"
C -4.6221 1.4585 5.0761
O -4.2586 0.3039 4.3595
C -2.9582 0.1547 3.9820
C -1.9400 1.0643 4.2419
C -0.6523 0.7985 3.8083
C -0.3496 -0.3596 3.1088
C 1.0422 -0.6046 2.5991
C 1.2933 0.1693 1.2840
N 1.2421 1.5952 1.4823
C 2.3346 2.3831 1.5438
O 3.4621 1.9473 1.6288
C 2.0069 3.8798 1.4542
C 1.0810 4.3413 2.5796
N 1.4253 4.1266 0.1501
C 1.9686 4.9554 -0.7677
O 2.8339 5.7686 -0.5354
C 1.3291 4.7556 -2.1450
N 1.1111 3.3369 -2.3547
C 2.3524 2.6256 -2.6117
C 2.0690 1.1255 -2.5868
O 1.0780 0.7603 -3.5197
C -0.1101 1.4974 -3.3087
C 0.1456 3.0032 -3.3853
C 0.2056 -0.1662 0.2601
O -0.6664 0.6367 -0.0212
N 0.3169 -1.3756 -0.3061
C -0.6661 -1.9054 -1.2219
C 0.0119 -2.3707 -2.5329
C 1.1031 -3.3631 -2.2454
C 0.8440 -4.7251 -2.1669
C 1.8525 -5.6195 -1.8549
C 3.1366 -5.1626 -1.6130
C 3.4081 -3.8073 -1.6918
C 2.3980 -2.9154 -2.0053
C -1.4071 -3.0473 -0.5436
O -0.9257 -3.6806 0.3635
C -2.8295 -3.2703 -0.9988
C -3.8204 -3.1486 0.1407
C -3.1277 -4.1411 -2.1454
O -3.1974 -2.7468 -2.2441
C -1.3728 -1.2673 2.8554
C -2.6573 -1.0180 3.2880
H -5.6886 1.3601 5.2721
H -4.4451 2.3675 4.4919
H -4.0851 1.5271 6.0277
H -2.1326 1.9774 4.7831
H 0.1328 1.5076 4.0275
H 1.7822 -0.2653 3.3260
H 1.1929 -1.6701 2.4193
H 2.2893 -0.0856 0.9026
H 0.3204 1.9868 1.3339
H 2.9467 4.4413 1.4950
H 0.1114 3.8516 2.5196
H 1.5316 4.1179 3.5432
H 0.9309 5.4154 2.5057
H 0.7689 3.4482 -0.2173
H 1.9731 5.2198 -2.9071
H 0.3631 5.2680 -2.1523
H 3.0778 2.8708 -1.8335
H 2.7778 2.9043 -3.5914
H 2.9654 0.5630 -2.8549
H 1.7458 0.8445 -1.5736
H -0.8056 1.1783 -4.0863
H -0.5250 1.2614 -2.3191
H -0.7858 3.5389 -3.1924
H 0.5091 3.2672 -4.3933
H 1.0179 -2.0286 0.0125
H -1.3799 -1.1068 -1.4474
H -0.7497 -2.7951 -3.1864
H 0.4294 -1.4872 -3.0205
H -0.1540 -5.0954 -2.3532
H 1.6342 -6.6755 -1.7994
H 3.9229 -5.8604 -1.3675
H 4.4086 -3.4437 -1.5093
H 2.6136 -1.8589 -2.0774
H -3.5749 -3.8765 0.9104
H -3.7666 -2.1488 0.5676
H -4.8302 -3.3230 -0.2211
H -2.3247 -4.6160 -2.6969
H -4.0756 -4.6665 -2.1706
H -1.1592 -2.1839 2.3249
H -3.4541 -1.7223 3.1078